61
Properties=species:S:1:pos:R:3 method="wB97M-V/def2-TZVPD" spin_multiplicity=3 s_squared=2.01 total_charge=+1 total_energy_ev=-115159.210
Au 1.214 -0.940 -0.192
Cl 4.196 -1.053 -1.815
Cl 4.382 -1.318 4.382
Cl 6.964 -0.604 2.771
Cl 1.719 -1.820 2.845
Cl 6.868 -0.492 -0.339
Si 0.296 2.419 1.018
Si -2.466 0.530 0.975
Si -0.481 0.717 -2.562
N -0.369 -2.650 -0.393
N -1.801 -0.811 -0.578
C -4.161 0.982 0.219
C 4.242 -1.103 -0.099
C -2.729 -0.202 2.703
C 4.347 -1.248 2.668
C -1.459 2.345 -2.684
C -1.611 -2.180 -0.404
C -1.407 -0.603 -3.588
C -0.600 0.078 -0.725
C 0.933 1.857 2.729
C -2.702 -3.039 -0.248
C 3.058 -1.323 0.595
C 5.503 -0.935 1.945
C 5.456 -0.883 0.549
C -2.473 -4.391 -0.083
C 1.300 0.833 -3.206
C -1.162 -4.860 -0.091
C -0.828 1.061 0.332
C 3.157 -1.448 1.974
C -0.881 3.890 1.328
C 1.771 2.834 -0.110
C -0.137 -3.948 -0.254
H -4.455 1.970 0.560
H -2.483 2.227 -2.347
H -4.948 0.294 0.527
H 1.655 1.052 2.651
H -1.491 2.690 -3.712
H -2.486 -0.574 -3.461
H 1.294 0.708 -4.284
H 1.459 3.301 -1.037
H -3.632 -0.802 2.766
H 1.754 1.793 -2.996
H 1.409 2.683 3.242
H -0.361 4.708 1.815
H -1.070 -1.611 -3.367
H -1.896 -0.814 3.035
H -4.145 1.011 -0.867
H 2.441 3.526 0.392
H -3.296 -5.079 0.030
H -2.837 0.617 3.409
H -0.947 -5.911 0.018
H 0.113 1.510 3.350
H -1.314 4.274 0.411
H -1.694 3.585 1.982
H -3.700 -2.638 -0.272
H -1.008 3.128 -2.087
H 0.899 -4.250 -0.294
H 2.343 1.944 -0.355
H 1.946 0.061 -2.798
H -2.470 -0.668 -1.329
H -1.222 -0.430 -4.642

=====

44
Properties=species:S:1:pos:R:3 method="wB97M-V/def2-TZVPD" spin_multiplicity=1 total_charge=0 total_energy_ev=-43570.624
Cl -4.917 -1.156 1.581
O -6.247 -0.410 -0.739
O 5.936 1.084 -0.391
O 0.404 -0.939 1.223
O -5.702 1.421 -1.718
N 0.750 1.174 0.471
N -5.454 0.451 -1.034
N 4.325 -0.369 0.273
N 2.039 1.163 0.880
C -1.430 0.200 0.221
C 2.626 3.399 -0.048
C -0.013 0.064 0.693
C -2.411 -0.441 0.964
C 3.897 -1.442 -1.904
C -3.748 -0.385 0.590
C 2.864 2.106 0.675
C 4.941 0.818 0.247
C 4.254 1.857 1.164
C 2.524 -2.013 -1.538
C -3.105 0.959 -1.315
C 2.747 -2.892 -0.292
C -1.781 0.897 -0.936
C -4.092 0.329 -0.561
C 4.688 -1.472 -0.591
C 4.244 -2.790 0.038
H 3.424 -0.424 0.733
H 4.848 2.769 1.155
H 1.826 -1.208 -1.304
H -2.121 -0.992 1.845
H 3.442 3.565 -0.749
H 2.458 -3.925 -0.474
H -3.407 1.493 -2.204
H 4.397 -2.081 -2.632
H 4.234 1.437 2.170
H 4.436 -2.814 1.109
H 2.142 -2.522 0.535
H 2.624 4.223 0.665
H 0.335 2.008 0.063
H 5.765 -1.405 -0.760
H -1.031 1.360 -1.557
H 3.841 -0.435 -2.317
H 2.101 -2.582 -2.365
H 4.794 -3.608 -0.428
H 1.687 3.414 -0.599

=====

68
Properties=species:S:1:pos:R:3 method="wB97M-V/def2-TZVPD" spin_multiplicity=3 s_squared=2.01 total_charge=-1 total_energy_ev=-104266.099
V -0.046 -0.225 0.703
S 0.512 2.463 1.003
P -2.221 1.018 -0.070
O 1.178 1.592 0.022
O 1.470 -0.900 1.707
O 3.172 -2.212 2.246
O 1.322 3.418 1.690
O 0.689 -3.350 -4.247
O 0.383 -1.339 -0.784
O 5.452 -4.978 -0.802
O -0.290 1.544 1.867
O 4.759 -5.279 -2.816
O 0.148 -1.429 -3.468
N 0.757 -2.478 -3.393
N 4.665 -4.778 -1.708
N -5.246 -4.827 3.522
C -4.574 0.712 -1.653
C -5.206 1.261 3.433
C -3.168 -0.690 -3.604
C -5.187 0.156 2.593
C -1.420 -1.608 1.483
C -4.298 0.105 1.532
C -4.524 -0.446 -3.762
C 1.430 -2.078 -0.989
C -2.423 4.882 -1.483
C -1.287 5.475 -0.952
C 3.423 -3.247 -0.227
C -4.334 2.315 3.204
C 2.391 -2.372 0.024
C 2.367 -1.788 1.437
C -2.514 -0.235 -2.467
C -5.227 0.252 -2.787
C -3.449 2.270 2.136
C -3.385 -3.316 2.547
C -3.427 1.167 1.289
C -1.842 2.777 -0.444
C -0.695 3.387 0.071
C -2.685 -2.447 3.384
C 2.668 -3.603 -2.479
C -3.210 0.472 -1.492
C -2.696 3.547 -1.228
C -2.116 -2.512 0.671
C 3.561 -3.857 -1.466
C -4.418 -4.157 3.086
C -0.421 4.725 -0.173
C -1.717 -1.613 2.850
C 1.634 -2.716 -2.250
C -3.087 -3.358 1.185
H -2.914 -2.427 4.442
H -1.900 -2.552 -0.392
H -1.072 6.518 -1.144
H -5.852 -0.680 2.773
H -3.585 3.096 -1.649
H 4.121 -3.447 0.573
H -5.894 1.296 4.268
H -4.337 3.176 3.860
H -4.275 -0.771 0.896
H -2.612 -1.245 -4.348
H -3.103 5.458 -2.098
H -1.462 -0.449 -2.330
H 2.773 -4.076 -3.442
H 0.471 5.160 0.255
H -2.768 3.095 1.973
H -3.624 -4.044 0.542
H -5.124 1.247 -0.889
H -1.187 -0.941 3.518
H -5.041 -0.809 -4.642
H -6.287 0.435 -2.908

=====

121
Properties=species:S:1:pos:R:3 method="wB97M-V/def2-TZVPD" spin_multiplicity=1 total_charge=+1 total_energy_ev=-70533.042
O 2.337 0.962 -1.809
O -3.452 -0.639 -1.148
O 0.263 0.908 -2.649
N 4.159 -1.717 -1.982
N -3.034 2.008 7.918
N 0.880 -2.292 -3.013
N -3.989 -1.485 6.458
N -1.444 0.704 1.994
N 2.410 -1.818 -0.447
N -0.037 -1.346 -4.973
N -1.181 2.684 -6.881
N 5.166 4.380 -3.356
N 3.547 -3.773 -0.892
N 5.180 -0.208 -5.919
N 2.430 3.756 -0.522
N 2.235 -0.941 -4.335
N -6.931 -5.572 9.609
C -3.068 -1.924 -0.663
C 2.115 3.951 0.795
C 2.391 4.953 -1.184
C 1.599 0.829 -2.742
C 2.078 0.540 -4.140
C 0.997 -1.575 -4.095
C -1.257 -0.277 3.965
C 3.063 -2.537 -1.504
C -4.228 -2.107 5.262
C -4.937 -3.421 6.944
C 2.124 -3.083 -2.633
C -0.378 -3.114 -2.910
C 2.053 5.927 -0.284
C 1.875 5.288 0.973
C 0.509 3.604 -7.976
C -4.816 -3.314 5.530
C 6.109 3.400 -3.529
C -6.562 -4.427 10.261
C 7.168 -0.630 -6.789
C -0.744 3.835 -7.476
C 5.495 5.474 -4.109
C -8.227 -5.883 9.921
C -4.815 2.605 9.087
C 6.151 -1.170 -6.054
C -4.419 -2.278 7.488
C 7.046 3.872 -4.408
C -1.689 -2.314 -2.811
C 6.802 0.708 -7.108
C 0.845 2.258 -7.674
C -3.776 3.546 9.323
C 6.657 5.189 -4.775
C -8.692 -4.925 10.781
C -0.400 -0.180 1.893
C -2.705 -2.876 -1.802
C 5.574 0.942 -6.559
C -1.975 0.645 3.252
C -2.692 3.151 8.590
C -0.217 1.718 -6.995
C -0.256 -0.800 3.105
C -4.331 1.668 8.217
C -7.633 -4.001 10.998
H 8.078 -1.133 -7.066
H -4.324 -1.959 8.512
H -3.963 -1.637 4.331
H -0.391 -3.808 -3.746
H 7.916 3.336 -4.746
H -3.928 -2.323 -0.135
H 7.174 5.852 -5.448
H -0.812 -0.787 -4.660
H -5.806 2.617 9.509
H 2.385 -1.053 -5.340
H 4.237 -3.507 -0.199
H -1.464 -1.264 -2.624
H -9.679 -4.891 11.209
H -5.361 -4.240 7.497
H -2.677 -0.078 -1.184
H 2.685 -3.284 -3.542
H -3.565 -0.585 6.565
H 4.954 1.822 -6.563
H -6.344 -6.105 8.996
H -2.421 1.507 7.303
H -0.267 -3.694 -1.998
H -1.359 4.717 -7.495
H 2.099 3.130 1.491
H -2.815 1.259 3.528
H 4.880 6.358 -4.106
H 0.153 -0.289 0.974
H -1.710 3.581 8.491
H 0.482 -1.544 3.351
H -0.079 -1.762 -5.888
H 6.035 2.458 -3.014
H 1.427 0.990 -4.891
H -2.370 -3.829 -1.392
H 2.660 2.878 -0.948
H 1.823 -2.415 0.118
H 4.019 -4.347 -1.582
H 1.945 6.976 -0.500
H -0.372 0.731 -6.595
H -2.208 -1.830 0.005
H 0.021 0.749 -1.723
H 1.932 -0.985 -0.751
H 7.382 1.418 -7.673
H -4.800 0.796 7.794
H 1.607 5.760 1.903
H 4.360 4.312 -2.766
H 4.006 -0.729 -1.835
H -2.162 -2.371 -3.787
H -7.657 -3.126 11.624
H -8.705 -6.754 9.508
H -3.624 -3.086 -2.347
H 1.753 -4.033 -2.266
H 6.037 -2.148 -5.617
H -1.429 -0.554 4.992
H -2.073 2.572 -6.437
H -3.822 4.412 9.961
H 1.758 1.747 -7.931
H 2.597 5.009 -2.240
H 1.117 4.318 -8.504
H -1.779 1.302 1.262
H 4.319 -0.327 -5.427
H -5.572 -4.018 10.149
H -5.129 -4.038 4.798
H 4.396 -1.893 -2.947
H 3.068 0.982 -4.216

=====

13
Properties=species:S:1:pos:R:3 method="wB97M-V/def2-TZVPD" smiles="CC1=CC1.O" spin_multiplicity=1 total_charge=0 total_energy_ev=-6322.557
O 2.019 -0.955 0.319
C -0.686 -0.398 -1.230
C 0.179 1.584 0.356
C -1.183 -0.875 0.107
C -0.337 0.323 -0.211
H 0.664 1.448 1.328
H -0.765 -1.764 0.603
H 1.396 -1.028 -0.417
H 0.881 2.064 -0.333
H -2.229 -0.704 0.374
H -0.699 2.229 0.484
H 1.541 -1.398 1.029
H -0.731 -0.518 -2.303

=====

16
Properties=species:S:1:pos:R:3 method="wB97M-V/def2-TZVPD" spin_multiplicity=1 total_charge=+3 total_energy_ev=-62754.569
Ga 2.264 0.875 0.071
O 0.781 -0.461 -0.197
O 0.621 1.663 0.077
O -1.254 0.427 -0.203
C -0.210 -2.544 0.636
C -2.144 1.536 0.060
C 0.282 -1.791 -0.572
C 0.003 0.606 -0.107
H 0.591 -2.675 1.373
H -3.148 1.110 0.010
H -0.543 -3.536 0.300
H -1.934 1.936 1.056
H -1.061 -2.038 1.108
H 1.156 -2.260 -1.033
H -2.000 2.297 -0.713
H -0.495 -1.641 -1.328